Density functional theory data (ωB97M-V with the def2-TZVPD basis set) for 3 unconnected molecules or ions with the total composition C15H27BBr2F3N2O6.

Last column: Mulliken charge in e.
Atoms and positions in Å:
O -0.3135 0.8536 1.1765  -0.6087
C -0.4262 0.3100 0.1082  0.1426
O -0.8698 0.9260 -0.9784  -0.3831
C -0.1477 0.5064 -2.1946  0.0549
C -0.7240 -0.7513 -2.8365  -0.8966
B 0.4323 -1.8722 -2.9724  1.1153
O -0.0061 -3.2221 -3.4226  -0.7517
C 1.2120 -3.8142 -3.7601  -0.7951
C 2.1256 -2.6621 -4.2938  0.1601
C 3.5294 -2.6681 -3.6429  -1.0044
C 4.1338 -1.2571 -3.5694  -1.0700
C 4.5599 -0.7347 -2.2090  0.2530
F 3.5104 -0.5193 -1.3875  -0.1915
Br 5.4373 0.9983 -2.5167  -0.1023
C 5.5357 -1.6624 -1.4463  0.6542
F 6.4828 -2.1078 -2.2899  -0.2326
F 4.8657 -2.7235 -0.9739  -0.1992
Br 6.4165 -0.8601 0.0963  -0.1399
O 1.3960 -1.4932 -4.0580  -0.6794
H -0.1953 -0.7579 -0.0413  0.4261
H -0.1757 1.3798 -2.8411  0.2111
H 0.8938 0.3532 -1.9013  0.0190
H -1.0686 -0.4931 -3.8436  0.2611
H -1.5792 -1.1055 -2.2560  0.2833
H 1.0278 -2.0116 -1.8679  -0.3463
H 1.6759 -4.2394 -2.8524  0.2391
H 1.0794 -4.6299 -4.4790  0.3390
H 2.2557 -2.7773 -5.3793  0.4090
H 3.4872 -3.1619 -2.6737  0.3914
H 4.1793 -3.2838 -4.2712  0.3167
H 3.3815 -0.5520 -3.9274  0.5625
H 5.0028 -1.1617 -4.2184  0.5261
C -4.7175 -0.6522 3.7932  0.1373
O -5.5464 -0.4037 4.6517  -0.6111
N -3.3917 -0.4886 3.9466  0.1700
C -2.4330 -0.7902 2.8967  -0.8267
C -2.9070 0.0171 5.2174  -0.9630
H -4.9921 -1.0380 2.7973  0.2754
H -1.7329 -1.5573 3.2341  0.3132
H -1.8666 0.0980 2.6227  0.2661
H -2.9581 -1.1569 2.0163  0.3142
H -3.2075 -0.6451 6.0304  0.3339
H -3.3377 0.9993 5.4167  0.2741
H -1.8227 0.0912 5.1820  0.3693
C -3.1127 5.5125 2.7270  0.1167
O -2.9921 6.3185 1.8237  -0.5968
N -2.4340 4.3548 2.8258  0.1807
C -2.6306 3.4540 3.9401  -0.9669
C -1.4761 4.0028 1.7860  -0.9466
H -3.8107 5.6721 3.5687  0.2431
H -1.6928 3.3035 4.4805  0.3089
H -2.9915 2.4820 3.5965  0.3867
H -3.3657 3.8762 4.6241  0.2973
H -0.7073 4.7722 1.7077  0.3079
H -1.9749 3.9253 0.8204  0.3124
H -1.0132 3.0476 2.0177  0.3399

Atoms 1-6, force components in eV/Å:
O -0.23 0.08 0.23
C 0.00 -0.23 -0.18
O 0.37 0.41 0.07
C -0.17 -0.38 -0.02
C 0.29 0.16 -0.29
B -0.29 -0.25 0.08

## Properties
Charge: -1
LUMO energy in eV: 2.22
Frontier orbital gap in eV: 7.45
Highest occupied orbital energy in hartree: -0.192